1.
{
  "formula": "C35H35N2O8P2Ti",
  "method": "ωB97M-V/def2-TZVPD",
  "s_squared": 2.023,
  "total_charge": -1,
  "orbital_gap_ev": [4.48, 8.26],
  "de_lowest_ev": 0.000,
  "spin_multiplicity": 3,
  "symbols": ["Ti", "O", "C", "C", "C", "C", "C", "C", "C", "C", "C", "O", "C", "C", "C", "C", "C", "C", "C", "C", "C", "C", "C", "C", "N", "C", "C", "C", "C", "C", "C", "C", "C", "C", "C", "C", "C", "H", "H", "H", "H", "H", "H", "H", "H", "H", "H", "H", "H", "H", "H", "H", "H", "H", "H", "H", "H", "H", "H", "H", "H", "H", "H", "H", "N", "C", "C", "P", "O", "O", "O", "P", "O", "O", "O", "H", "H", "H", "H", "H", "H", "H", "H"],
  "positions_angstrom": [[-0.416, 0.229, -0.393], [-0.527, 0.603, 1.591], [0.518, 0.420, 2.497], [1.382, -0.785, 2.057], [2.275, -0.477, 0.902], [3.630, -0.614, 1.026], [4.495, -0.314, -0.039], [3.874, 0.098, -1.230], [2.513, 0.223, -1.333], [1.936, 0.660, -2.653], [0.656, -0.064, -3.130], [-0.403, 0.356, -2.338], [0.755, -1.592, -3.122], [1.951, -2.296, -3.053], [1.956, -3.688, -3.077], [0.769, -4.392, -3.180], [-0.432, -3.695, -3.260], [-0.435, -2.312, -3.229], [0.419, 0.384, -4.583], [1.204, -0.089, -5.632], [1.000, 0.355, -6.929], [0.001, 1.282, -7.201], [-0.785, 1.756, -6.162], [-0.577, 1.310, -4.861], [1.650, -0.028, -0.261], [1.389, 1.674, 2.588], [2.519, 1.691, 3.404], [3.322, 2.816, 3.489], [3.005, 3.955, 2.757], [1.877, 3.950, 1.953], [1.073, 2.816, 1.871], [-0.127, 0.158, 3.870], [-0.625, 1.230, 4.607], [-1.366, 1.021, 5.763], [-1.621, -0.268, 6.210], [-1.120, -1.345, 5.490], [-0.380, -1.134, 4.334], [0.680, -1.583, 1.781], [1.993, -1.144, 2.888], [4.023, -0.958, 1.976], [5.568, -0.409, 0.045], [4.470, 0.316, -2.109], [2.727, 0.595, -3.404], [1.635, 1.715, -2.608], [2.888, -1.766, -2.952], [2.899, -4.216, -3.004], [0.773, -5.475, -3.193], [-1.366, -4.237, -3.341], [-1.364, -1.757, -3.273], [1.975, -0.825, -5.431], [1.619, -0.028, -7.733], [-0.162, 1.628, -8.214], [-1.568, 2.478, -6.362], [-1.185, 1.665, -4.039], [2.776, 0.810, 3.982], [4.200, 2.801, 4.124], [3.631, 4.837, 2.814], [1.613, 4.832, 1.382], [0.184, 2.839, 1.254], [-0.443, 2.240, 4.260], [-1.749, 1.872, 6.314], [-2.201, -0.431, 7.110], [-1.314, -2.359, 5.819], [-0.034, -1.991, 3.772], [-2.973, -0.057, 2.697], [-3.525, -0.248, 1.299], [-5.023, -0.540, 1.455], [-2.651, -1.767, 0.665], [-3.778, -2.429, -0.287], [-2.394, -2.569, 1.884], [-1.513, -1.440, -0.281], [-3.303, 1.417, 0.472], [-4.560, 1.436, -0.556], [-3.499, 2.376, 1.582], [-2.089, 1.447, -0.413], [-2.406, -0.881, 2.946], [-3.725, 0.044, 3.374], [-2.384, 0.782, 2.725], [-5.170, -1.437, 2.062], [-5.478, -0.702, 0.484], [-5.516, 0.313, 1.928], [-3.429, -2.489, -1.184], [-4.206, 1.403, -1.453]],
  "forces_ev_per_a": [[0.10, -0.07, -0.05], [0.09, 0.06, -0.03], [0.00, -0.02, 0.06], [-0.11, -0.03, 0.00], [0.13, 0.00, 0.03], [-0.10, 0.01, 0.00], [0.03, 0.00, -0.01], [-0.09, 0.00, -0.02], [0.08, 0.00, 0.00], [-0.02, 0.00, 0.07], [0.10, 0.10, -0.10], [0.06, 0.01, 0.19], [-0.05, -0.03, 0.01], [0.00, 0.02, -0.04], [0.03, 0.01, 0.01], [-0.02, 0.00, -0.01], [0.01, 0.00, 0.02], [0.01, -0.01, 0.01], [-0.04, 0.01, 0.03], [0.01, 0.00, 0.01], [-0.01, 0.00, 0.00], [0.01, -0.01, 0.00], [-0.01, 0.01, 0.00], [-0.01, 0.01, -0.01], [-0.02, 0.01, -0.17], [0.04, -0.02, 0.05], [0.00, -0.04, 0.01], [0.00, 0.02, -0.01], [-0.02, -0.03, 0.00], [0.02, -0.05, 0.03], [0.00, 0.22, -0.08], [-0.03, -0.10, -0.03], [-0.04, 0.02, 0.06], [0.00, 0.07, -0.03], [0.01, -0.06, -0.02], [-0.03, 0.02, 0.05], [0.05, 0.06, -0.06], [0.01, 0.01, 0.04], [0.02, -0.01, -0.01], [0.00, 0.00, 0.00], [0.00, 0.00, 0.00], [0.00, 0.00, 0.00], [0.00, -0.02, -0.01], [0.00, -0.01, 0.00], [-0.01, 0.00, 0.00], [-0.01, -0.01, 0.00], [0.01, 0.00, 0.00], [0.00, 0.00, 0.00], [0.00, 0.00, 0.00], [0.00, 0.00, 0.00], [0.00, 0.00, 0.00], [0.00, 0.00, 0.00], [0.00, 0.00, 0.00], [0.01, -0.01, 0.00], [-0.01, 0.00, -0.01], [0.00, 0.01, 0.00], [0.01, -0.01, 0.01], [0.00, 0.00, 0.00], [-0.03, -0.12, 0.02], [0.00, -0.01, 0.00], [0.00, 0.00, 0.00], [0.00, -0.01, 0.00], [0.00, 0.00, 0.01], [0.00, 0.01, -0.01], [-0.06, 0.03, 0.00], [-0.01, 0.03, 0.00], [0.05, -0.06, 0.01], [-0.14, -0.01, -0.07], [0.06, -0.03, 0.07], [0.01, -0.03, 0.07], [0.00, -0.08, 0.00], [-0.43, 0.01, 0.15], [0.09, 0.01, 0.05], [-0.01, 0.00, -0.03], [0.13, 0.08, -0.20], [-0.04, -0.08, -0.02], [-0.01, 0.10, -0.03], [0.14, -0.02, -0.04], [-0.01, 0.00, 0.00], [-0.01, -0.01, 0.02], [0.00, 0.01, 0.01], [0.02, 0.01, -0.01], [0.00, -0.01, -0.01]]
}

2.
{
  "formula": "C25H41CuN2OS2Si4",
  "method": "ωB97M-V/def2-TZVPD",
  "total_charge": -2,
  "orbital_gap_ev": 5.02,
  "symbols": ["Cu", "C", "C", "N", "N", "C", "S", "S", "C", "C", "C", "C", "C", "C", "C", "C", "C", "C", "C", "C", "C", "O", "H", "H", "H", "H", "H", "H", "H", "H", "H", "H", "H", "H", "H", "H", "C", "Si", "C", "C", "Si", "Si", "C", "C", "C", "Si", "C", "C", "C", "H", "H", "H", "H", "H", "H", "H", "H", "H", "H", "H", "H", "H", "H", "H", "H", "H", "H", "H", "H", "H", "H", "H", "H", "H", "H", "H"],
  "positions_angstrom": [[-0.440, 0.495, -1.988], [-3.086, 2.085, -0.303], [-3.146, 0.598, -0.626], [-2.514, -0.252, 0.116], [-2.634, -1.575, -0.235], [-1.727, -2.212, -0.823], [-0.444, -1.825, -1.888], [-1.785, -4.056, -0.786], [-0.262, -4.576, 0.137], [-0.314, -4.517, 1.645], [0.877, -4.725, 2.378], [0.866, -4.695, 3.771], [-0.307, -4.516, 4.494], [-1.490, -4.351, 3.757], [-1.494, -4.349, 2.364], [-3.905, 0.217, -1.865], [-5.191, -0.299, -1.921], [-5.832, -0.539, -3.148], [-5.128, -0.289, -4.339], [-3.858, 0.257, -4.348], [-3.216, 0.524, -3.111], [-2.023, 1.054, -3.042], [-2.087, 2.316, 0.075], [-3.786, 2.302, 0.492], [-3.298, 2.709, -1.188], [0.510, -3.879, -0.249], [-0.030, -5.576, -0.226], [1.824, -4.905, 1.842], [1.819, -4.822, 4.260], [-0.346, -4.507, 5.570], [-2.449, -4.286, 4.260], [-2.427, -4.150, 1.823], [-5.753, -0.515, -0.990], [-6.811, -1.017, -3.167], [-5.624, -0.468, -5.300], [-3.319, 0.427, -5.277], [-0.988, 1.891, 2.302], [0.620, 1.030, 1.792], [0.316, -0.825, 2.176], [1.902, 1.691, 3.027], [1.053, 1.238, -0.551], [1.672, 3.508, -0.806], [3.118, 4.050, 0.319], [0.105, 4.530, -0.430], [2.211, 3.844, -2.609], [3.110, 0.076, -0.806], [2.942, -1.803, -0.696], [4.517, 0.616, 0.345], [3.640, 0.392, -2.631], [-0.964, 1.870, 3.378], [-1.868, 1.337, 1.954], [-1.010, 2.957, 1.979], [0.418, -0.968, 3.239], [1.104, -1.489, 1.749], [-0.674, -1.111, 1.854], [1.861, 0.992, 3.881], [1.638, 2.689, 3.368], [2.947, 1.612, 2.689], [3.120, 3.520, 1.278], [2.878, 5.091, 0.567], [4.112, 4.033, -0.158], [0.130, 4.765, 0.618], [-0.857, 4.092, -0.734], [0.204, 5.465, -0.991], [3.324, 3.887, -2.727], [1.911, 4.861, -2.908], [1.764, 3.130, -3.327], [2.666, -2.161, 0.325], [3.918, -2.261, -0.955], [2.213, -2.190, -1.441], [4.801, -0.232, 0.998], [4.214, 1.438, 1.010], [5.342, 1.022, -0.226], [2.884, 0.202, -3.401], [4.477, -0.286, -2.865], [4.056, 1.415, -2.752]],
  "forces_ev_per_a": [[-0.49, -0.11, 0.10], [0.53, -0.46, -0.21], [0.01, -0.50, -0.08], [-0.51, 1.17, -1.56], [-0.71, -0.55, 1.87], [1.23, -1.03, -1.12], [0.38, 0.55, -0.12], [-0.72, -0.93, 0.67], [-0.39, 1.58, -0.66], [0.49, -0.51, 0.41], [-0.48, 0.15, -0.31], [0.30, -0.08, -0.27], [-0.70, 0.07, -1.13], [0.23, -0.33, 0.18], [-0.13, 0.39, -0.02], [0.08, 0.24, -1.13], [-0.34, -0.01, 0.43], [0.47, -0.24, -0.16], [-0.66, 0.17, -0.02], [-0.14, -0.25, 0.64], [1.14, 0.38, 0.91], [-1.02, -0.15, -0.64], [-0.17, 0.07, -0.22], [-0.40, 0.22, 0.22], [0.06, -0.46, 0.35], [-0.12, -0.40, 0.23], [-0.05, -0.06, 0.03], [-0.53, 0.20, 0.28], [0.10, -0.03, 0.32], [0.18, -0.01, 0.21], [0.11, 0.22, 0.10], [0.43, -0.19, 0.15], [0.51, 0.10, -0.52], [0.16, 0.24, -0.03], [0.12, -0.11, 0.28], [-0.03, 0.09, 0.19], [0.22, 0.38, -0.33], [-0.38, -0.49, -1.30], [1.33, 0.32, -0.25], [0.43, -0.99, 0.25], [0.93, 0.56, 0.65], [-0.04, -1.76, -0.16], [-0.38, 0.81, 0.06], [0.51, 0.29, -0.92], [0.53, 0.63, -0.25], [-1.24, 0.49, -0.65], [0.23, -0.65, 0.03], [-0.28, 0.00, 0.65], [0.95, 0.06, 0.18], [-0.22, 0.10, 0.78], [0.31, 0.25, 0.04], [-0.12, -0.68, 0.15], [-0.24, -0.11, 0.74], [-0.71, 0.44, -0.06], [-0.21, -0.22, -0.24], [-0.15, 0.34, 0.06], [0.21, 0.18, 0.00], [-0.41, 0.38, -0.03], [0.10, -0.07, -0.33], [0.35, 0.26, 0.09], [-0.39, -0.16, 0.18], [-0.31, 0.15, 0.68], [0.48, -0.18, 0.23], [-0.07, 0.24, 0.11], [-0.75, -0.47, 0.13], [-0.22, -0.15, -0.02], [0.30, 0.29, 0.40], [0.06, 0.22, -0.74], [-0.19, 0.12, 0.18], [0.26, 0.34, 0.65], [0.24, 0.38, -0.38], [-0.10, -0.29, -0.23], [0.58, -0.23, -0.13], [-0.12, 0.18, 0.38], [-0.01, 0.02, 0.01], [-0.42, -0.40, 0.00]]
}

3.
{
  "formula": "C6H13N",
  "method": "ωB97M-V/def2-TZVPD",
  "total_charge": 0,
  "orbital_gap_ev": 7.98,
  "de_lowest_ev": 5.411,
  "symbols": ["C", "C", "C", "N", "C", "C", "C", "H", "H", "H", "H", "H", "H", "H", "H", "H", "H", "H", "H", "H"],
  "positions_angstrom": [[2.830, -0.470, -0.048], [1.344, -0.810, -0.155], [0.511, 0.415, -0.517], [-0.827, 0.045, -1.009], [-1.745, 1.173, -1.010], [-1.927, -0.117, -0.113], [-1.923, -0.606, 1.315], [3.011, 0.316, 0.694], [3.217, -0.112, -1.009], [3.421, -1.345, 0.243], [1.188, -1.574, -0.926], [0.984, -1.236, 0.789], [1.011, 0.962, -1.328], [0.449, 1.099, 0.353], [-2.499, 1.270, -1.789], [-1.194, 2.116, -0.844], [-1.975, 1.166, 0.300], [-2.789, -0.198, 1.847], [-2.061, -1.694, 1.284], [-1.025, -0.400, 1.921]],
  "forces_ev_per_a": [[0.05, 0.02, 0.01], [-0.06, -0.06, 0.00], [0.10, 0.04, 0.07], [-0.05, 0.01, -0.06], [0.10, 0.53, -0.34], [-0.09, -0.40, 0.22], [0.10, 0.00, 0.18], [-0.05, -0.12, -0.09], [-0.07, -0.06, 0.15], [-0.10, 0.12, -0.04], [0.02, 0.11, 0.08], [0.04, 0.04, -0.15], [-0.06, -0.06, 0.11], [-0.04, -0.10, -0.09], [0.11, -0.07, 0.14], [-0.07, -0.15, 0.05], [-0.03, 0.01, -0.04], [0.13, -0.08, -0.09], [0.07, 0.17, -0.01], [-0.11, 0.03, -0.11]]
}